No. 1
Formula: C19H23BO4S2
Source: the OMol25 dataset
Level of theory: ωB97M-V/def2-TZVPD

HOMO-LUMO gap (eV): 2.913
Calculated total energy (Ha): -1859.8286
E_LUMO (eV): -2.891
Net charge: 0

Geometry (Å):
C -3.302 -5.884 2.927
C -2.106 -5.061 2.945
C -0.880 -5.258 3.589
C -0.092 -4.139 3.217
C -0.860 -3.328 2.404
B -0.460 -2.116 1.463
O -1.330 -0.977 1.795
C -0.900 0.025 0.915
C 0.244 -0.560 -0.017
C 0.679 0.446 -0.987
C -0.301 -1.794 -0.798
O -0.697 -2.762 0.131
C 1.424 -0.936 0.943
O 0.960 -1.943 1.790
O -2.096 -3.912 2.210
H -3.155 -6.752 3.574
H -4.184 -5.344 3.294
H -3.520 -6.253 1.916
H -0.613 -6.100 4.227
H 0.941 -3.936 3.496
H -1.764 0.375 0.319
H -0.528 0.887 1.513
H 1.525 0.155 -1.622
H -0.210 0.772 -1.558
H 1.097 1.171 -0.213
H -1.162 -1.462 -1.414
H 0.498 -2.160 -1.479
H 2.288 -1.280 0.345
H 1.714 -0.044 1.536
C 1.987 2.683 -4.714
C 2.865 2.666 -3.613
C 2.359 2.725 -2.302
C 0.975 2.817 -2.106
C 0.450 2.604 -0.687
S -1.231 3.014 -0.448
C -0.821 4.712 0.186
C 0.525 4.699 0.926
S 1.523 3.221 0.542
C 0.085 2.715 -3.186
C 0.602 2.646 -4.490
H 2.381 2.749 -5.734
H 3.942 2.613 -3.771
H 3.035 2.582 -1.436
H -0.799 5.323 -0.752
H -1.655 5.034 0.842
H 1.224 5.495 0.589
H 0.421 4.730 2.031
H -0.991 2.565 -3.003
H -0.086 2.575 -5.335

Results of the Mulliken charge analysis, in e, for atoms 1 through 6: C -1.208; C 0.392; C -0.622; C -0.595; C 0.467; B 0.652

---

No. 2
Formula: C19H23BaF5NPS
Source: the OMol25 dataset
Level of theory: ωB97M-V/def2-TZVPD

HOMO-LUMO gap (eV): 6.308
Calculated total energy (Ha): -2056.7861
E_LUMO (eV): -0.571
Net charge: 0

Geometry (Å):
C 3.987 -1.250 -1.273
C 3.790 -0.120 -0.485
C 2.475 0.317 -0.206
C 1.397 -0.377 -0.726
C 1.589 -1.495 -1.512
C 2.894 -1.963 -1.773
C 2.258 1.527 0.686
C 0.970 2.315 0.343
N 1.167 3.389 -0.550
Ba -0.832 0.420 1.109
C 0.372 -2.183 -2.071
P -0.982 -0.913 -2.033
H 4.632 0.453 -0.078
H 3.023 -2.866 -2.372
H 5.000 -1.578 -1.506
H 0.033 -3.016 -1.430
H 0.517 -2.553 -3.098
H 2.199 1.207 1.750
H 3.124 2.205 0.626
H 0.320 1.674 -0.325
C -2.324 -1.926 -2.752
C -0.484 -0.037 -3.565
H 0.455 2.638 1.282
C 1.547 2.962 -1.888
C 0.198 4.469 -0.526
H -3.436 -0.033 0.688
H 1.692 3.847 -2.516
H 2.463 2.360 -1.844
H 0.778 2.317 -2.363
H 0.535 5.243 -1.226
H -0.825 4.159 -0.826
H 0.123 4.883 0.485
H -0.466 -0.739 -4.411
H -1.208 0.762 -3.766
H 0.506 0.417 -3.458
H -1.993 -2.438 -3.667
H -2.652 -2.665 -2.010
H -3.172 -1.267 -2.980
H -3.388 0.671 0.259
F -4.679 -2.895 4.620
C -3.475 -2.330 4.413
C -2.305 -3.074 4.593
F -2.387 -4.366 4.978
C -1.063 -2.500 4.350
F 0.052 -3.251 4.472
C -0.921 -1.152 3.930
S 0.618 -0.491 3.562
C -2.134 -0.428 3.846
F -2.095 0.922 3.411
C -3.386 -0.987 4.034
F -4.509 -0.264 3.799

Results of the Mulliken charge analysis, in e, for atoms 1 through 6: C -0.685; C -0.851; C 0.226; C 1.127; C -0.265; C -0.711

---

No. 3
Formula: C19H23Cl42INO2
Source: the OMol25 dataset
Level of theory: ωB97M-V/def2-TZVPD

HOMO-LUMO gap (eV): 5.115
Calculated total energy (Ha): -20568.5226
E_LUMO (eV): 1.314
Net charge: -1

Geometry (Å):
C 2.123 -2.440 2.683
C 2.151 -0.869 2.379
I 4.058 -0.503 1.302
C 0.984 -0.349 1.410
C -0.517 -0.558 1.944
N -0.686 -0.497 3.414
C -1.200 -1.889 1.306
O -1.817 -2.765 1.985
O -1.146 -2.057 -0.082
H 2.798 -2.730 3.569
H 1.063 -2.756 2.950
H 2.517 -3.002 1.767
H 2.218 -0.295 3.364
H 1.194 0.739 1.136
H 1.060 -0.961 0.436
H -1.135 0.316 1.513
H -0.584 0.448 3.789
H -0.122 -1.190 3.914
C -0.985 -2.416 -2.708
Cl 0.717 -2.581 -3.163
Cl -1.497 -0.729 -2.825
Cl -2.008 -3.453 -3.710
H -1.096 -2.733 -1.670
C 1.422 2.794 -1.559
Cl 2.501 1.690 -0.704
Cl 0.190 1.847 -2.387
Cl 0.680 3.956 -0.444
H 1.998 3.355 -2.292
C -3.170 -3.557 1.040
Cl -2.778 -4.545 -0.375
Cl -4.661 -2.640 0.766
Cl -3.322 -4.571 2.484
H -2.354 -2.850 1.201
C -0.723 4.632 -5.396
Cl -0.405 5.209 -7.039
Cl -1.803 3.233 -5.427
Cl 0.789 4.229 -4.573
H -1.212 5.431 -4.842
C 1.819 2.945 6.020
Cl 3.175 3.543 5.055
Cl 0.282 3.280 5.204
Cl 2.000 1.214 6.338
H 1.820 3.468 6.974
C -5.259 2.925 -7.756
Cl -4.541 1.347 -7.401
Cl -4.004 4.165 -7.874
Cl -6.207 2.855 -9.249
H -5.926 3.189 -6.939
C -3.196 1.068 -10.835
Cl -2.479 -0.509 -10.480
Cl -1.941 2.309 -10.953
Cl -4.144 0.998 -12.328
H -3.865 1.333 -10.017
C -7.381 -0.645 -1.347
Cl -7.755 -1.952 -2.482
Cl -8.447 0.739 -1.635
Cl -7.510 -1.202 0.324
H -6.353 -0.326 -1.514
C -4.271 -8.389 -1.291
Cl -3.132 -7.793 -2.506
Cl -5.935 -8.236 -1.873
Cl -3.910 -10.069 -0.871
H -4.164 -7.780 -0.395
C 8.086 -2.692 1.571
Cl 7.658 -2.196 -0.073
Cl 9.415 -1.701 2.194
Cl 6.680 -2.589 2.637
H 8.417 -3.728 1.540
C -0.370 6.913 3.306
Cl -1.018 6.139 4.759
Cl -0.281 5.778 1.949
Cl -1.354 8.315 2.860
H 0.636 7.259 3.531
C -4.875 -5.620 -4.818
Cl -3.746 -4.749 -5.858
Cl -6.068 -4.501 -4.148
Cl -5.665 -6.942 -5.691
H -4.308 -6.046 -3.992
C 7.145 2.872 6.606
Cl 8.076 2.997 5.107
Cl 6.701 4.480 7.199
Cl 5.702 1.880 6.361
H 7.767 2.391 7.357
C 9.564 3.613 10.136
Cl 10.493 3.730 8.635
Cl 9.118 5.223 10.719
Cl 8.121 2.618 9.897
H 10.187 3.137 10.889

Results of the Mulliken charge analysis, in e, for atoms 1 through 6: C -0.830; C -0.298; I 0.059; C -0.254; C -0.025; N -0.513

---

No. 4
Formula: C19H23F5NO5PSr
Source: the OMol25 dataset
Level of theory: ωB97M-V/def2-TZVPD

HOMO-LUMO gap (eV): 5.850
Calculated total energy (Ha): -2039.5779
E_LUMO (eV): -8.318
Net charge: +2

Geometry (Å):
C 4.168 -2.294 -1.084
O 3.677 -1.047 -1.608
C 4.615 -0.058 -1.760
N 4.349 1.008 -0.717
C 3.630 2.100 -1.171
O 4.156 3.103 -1.708
C 2.248 1.960 -0.798
C 1.123 2.615 -1.292
C -0.095 2.262 -0.783
C -1.318 2.974 -1.348
F -0.874 4.048 -2.047
F -1.971 2.173 -2.206
C -2.336 3.529 -0.296
F -1.666 3.879 0.810
F -2.925 4.601 -0.796
F -3.265 2.639 0.005
C -0.189 1.277 0.227
O -1.387 0.960 0.685
C -2.030 -0.194 0.014
C -3.402 -0.439 0.632
C -4.507 -0.019 -0.352
C -3.574 -1.933 0.966
C -3.600 -2.824 -0.280
C -2.514 -2.455 1.941
C 0.959 0.655 0.790
P 0.727 -0.470 2.270
C 1.397 -2.017 1.549
O 1.976 0.041 3.201
C 2.155 1.002 0.226
C 3.565 0.550 0.465
O 4.106 0.049 1.400
H 4.517 -2.920 -1.901
H 4.957 -2.133 -0.352
H 3.335 -2.794 -0.600
H 4.530 0.408 -2.740
H 5.630 -0.430 -1.640
H 1.212 3.352 -2.075
H -1.354 -1.043 0.112
H -2.107 0.054 -1.044
H -3.491 0.158 1.538
H -4.250 -0.285 -1.375
H -4.732 1.042 -0.289
H -5.424 -0.556 -0.116
H -4.543 -2.045 1.454
H -3.401 -3.855 0.002
H -2.826 -2.542 -0.999
H -4.551 -2.776 -0.803
H -1.635 -2.799 1.390
H -2.223 -1.718 2.686
H -2.894 -3.337 2.452
H 1.176 -2.082 0.485
H 2.480 -2.080 1.666
H 0.924 -2.841 2.074
H 2.775 -0.481 3.070
Sr 4.694 4.027 0.069

Results of the Mulliken charge analysis, in e, for atoms 1 through 6: C -0.694; O -0.346; C -0.391; N 0.291; C -1.627; O -1.008